Model i:
Computed, not measured: a cluster of 2 separate species, CH4O3S in total, with the ωB97M-V functional and the def2-TZVPD basis.

Summary:
Highest occupied orbital energy (spin up / spin down) in eV: -8.6592 / -8.6574

Last column: Mulliken charge in e.
Atoms and positions in Å:
C1 1.012 0.912 -0.738  -0.34
O1 -1.294 -0.332 1.582  -0.60
O2 1.568 -1.573 -1.252  -0.60
O3 2.201 -1.204 -0.117  0.00
S1 1.875 0.275 0.414  0.26
H1 -0.842 -1.157 1.782  0.32
H2 1.036 0.173 -1.563  0.39
H3 0.666 1.998 -0.737  0.28
H4 -1.839 -0.526 0.914  0.29

***

Model ii:
Computed, not measured: an isolated molecule of CH4O3S, with the ωB97M-V functional and the def2-TZVPD basis.

Summary:
Highest occupied orbital energy in eV: -9.6625
SMILES: OC(O)OS

Last column: Mulliken charge in e.
Atoms and positions in Å:
C1 -0.317 0.309 0.253  0.33
O1 -1.338 1.204 0.042  -0.43
O2 -0.729 -1.077 -0.219  -0.51
O3 0.870 0.619 -0.447  -0.31
S1 2.241 -0.149 0.062  -0.07
H1 -0.335 0.410 1.375  0.27
H2 -1.166 1.508 -0.822  0.28
H3 -1.283 -1.548 0.337  0.30
H4 2.058 -1.276 -0.581  0.15

***

Decreasing stability: model ii, model i

***

Model i:
Computed, not measured: an isolated molecule of C6H3N, with the ωB97M-V functional and the def2-TZVPD basis.

Summary:
Highest occupied orbital energy in eV: -8.8466
SMILES: C=C=N[C@]12C3=C1[C@@H]32

Last column: Mulliken charge in e.
Atoms and positions in Å:
C1 1.388 -3.292 0.803  -0.51
C2 2.155 -2.041 0.673  -0.51
C3 0.313 -2.451 0.571  0.85
C4 -0.812 -0.586 0.651  0.51
C5 -0.450 0.659 0.658  -0.57
C6 1.274 -1.917 -0.421  -0.05
N1 -0.803 -1.796 1.011  -0.57
H1 -0.971 1.334 -0.071  0.25
H2 0.291 0.996 1.515  0.26
H3 1.211 -1.697 -1.528  0.34

***

Model ii:
Computed, not measured: an isolated molecule of C6H3N, with the ωB97M-V functional and the def2-TZVPD basis.

Summary:
Highest occupied orbital energy (spin up / spin down) in eV: -9.6742 / -9.6132
SMILES: CC1=C=C=C=C=N1

Last column: Mulliken charge in e.
Atoms and positions in Å:
C1 -1.861 -1.057 0.393  0.26
C2 -2.492 0.072 -0.024  -0.16
C3 -0.556 -1.223 0.670  -0.70
C4 -1.731 0.962 -0.607  0.32
C5 0.042 -0.059 0.090  0.80
C6 1.508 0.037 0.048  -0.96
N1 -0.448 1.049 -0.579  -0.47
H1 1.972 -0.573 -0.662  0.27
H2 1.951 -0.226 1.047  0.28
H3 1.615 1.019 -0.377  0.37

***

Decreasing stability: model ii, model i

***

Model i:
Computed, not measured: an isolated molecule of C4H3F2N, with the ωB97M-V functional and the def2-TZVPD basis.

Summary:
Highest occupied orbital energy in eV: -8.7087
SMILES: Fc1c[nH]c(F)c1

Last column: Mulliken charge in e.
Atoms and positions in Å:
C1 0.187 -0.984 -0.552  0.52
C2 -1.119 -0.881 -0.168  -0.75
C3 0.039 1.036 0.423  0.19
C4 0.954 0.179 -0.144  -0.37
H1 -2.048 -1.368 -0.233  0.39
H2 -1.911 0.566 1.021  0.25
H3 1.921 0.539 -0.420  0.39
N1 -1.163 0.404 0.348  -0.07
F1 0.925 -2.034 -1.010  -0.28
F2 0.166 2.182 0.993  -0.26

***

Model ii:
Computed, not measured: an isolated molecule of C4H3F2N, with the ωB97M-V functional and the def2-TZVPD basis.

Summary:
Highest occupied orbital energy in eV: -9.8986
SMILES: N#C/C(F)=C\CF

Last column: Mulliken charge in e.
Atoms and positions in Å:
C1 -1.333 -0.380 0.020  -0.24
C2 0.215 -0.865 -0.138  -0.56
C3 1.234 0.050 -0.032  0.54
C4 1.118 1.452 0.167  0.21
H1 -1.432 -0.575 1.146  0.24
H2 -1.887 -1.105 -0.684  0.28
H3 0.379 -1.895 -0.099  0.43
N1 0.720 2.626 -0.142  -0.41
F1 -1.497 0.975 -0.137  -0.25
F2 2.483 -0.284 -0.100  -0.25

***

Decreasing stability: model i, model ii

***

Model i:
Computed, not measured: an isolated molecule of CH2N4O3, with the ωB97M-V functional and the def2-TZVPD basis.

Summary:
Highest occupied orbital energy in eV: -10.3906
SMILES: O/N=c1/nnon1O

Last column: Mulliken charge in e.
Atoms and positions in Å:
C1 -0.098 0.684 0.181  0.59
H1 1.962 0.269 -0.404  0.40
H2 -0.158 -1.692 0.978  0.34
N1 0.859 1.388 0.655  -0.29
N2 -1.479 1.005 0.290  -0.20
N3 -2.124 0.198 -0.395  -0.01
N4 0.033 -0.513 -0.591  -0.13
O1 2.105 0.971 0.286  -0.31
O2 -1.355 -0.604 -1.127  -0.08
O3 0.255 -1.705 0.129  -0.31

***

Model ii:
Computed, not measured: an isolated molecule of CH2N4O3, with the ωB97M-V functional and the def2-TZVPD basis.

Summary:
Highest occupied orbital energy in eV: -11.0033
SMILES: N#CNN(O)[N+](=O)[O-]

Last column: Mulliken charge in e.
Atoms and positions in Å:
C1 -1.930 -0.567 -0.090  0.40
N1 -2.795 -1.162 0.360  -0.37
N2 -0.889 0.124 -0.528  -0.10
N3 0.279 0.041 0.158  -0.11
N4 1.486 -0.384 -0.417  1.12
O1 1.381 -1.154 -1.359  -0.59
O2 2.469 -0.056 0.110  -0.54
O3 0.586 1.274 0.989  -0.41
H1 -1.216 0.752 -1.229  0.24
H2 0.629 1.131 2.007  0.36

***

Decreasing stability: model i, model ii

***

Model i:
Computed, not measured: a cluster of 2 separate species, C4H6F2O2 in total, with the ωB97M-V functional and the def2-TZVPD basis.

Summary:
Highest occupied orbital energy (spin up / spin down) in eV: -8.0228 / -8.2112

Last column: Mulliken charge in e.
Atoms and positions in Å:
C1 1.008 0.197 0.085  0.40
C2 -2.463 1.342 -0.111  -0.80
C3 2.747 -1.203 -0.315  -0.68
C4 -1.828 -0.009 0.384  0.49
O1 1.567 1.190 0.403  -0.43
O2 1.350 -1.008 -0.116  -0.19
F1 -1.980 -1.093 -0.358  -0.24
F2 -1.957 -0.428 1.640  -0.26
H1 -3.575 1.282 -0.167  0.32
H2 -2.214 1.999 0.774  0.27
H3 -1.881 1.578 -1.025  0.26
H4 3.189 -1.189 0.753  0.27
H5 3.292 -0.573 -1.045  0.31
H6 2.745 -2.084 -0.902  0.27

***

Model ii:
Computed, not measured: an isolated molecule of C4H6F2O2, with the ωB97M-V functional and the def2-TZVPD basis.

Summary:
Highest occupied orbital energy in eV: -10.0140
SMILES: COC(=O)C(C)(F)F

Last column: Mulliken charge in e.
Atoms and positions in Å:
C1 -0.180 -0.198 0.052  0.42
C2 2.348 0.566 1.107  -1.19
C3 -1.858 -1.069 -1.470  -0.60
C4 1.586 0.428 -0.194  0.96
O1 -0.570 -0.461 1.161  -0.53
O2 -0.658 -0.329 -1.142  -0.21
F1 2.161 -0.550 -1.049  -0.31
F2 1.467 1.581 -0.928  -0.29
H1 1.881 -0.001 1.900  0.32
H2 3.399 0.215 1.027  0.31
H3 2.370 1.562 1.455  0.35
H4 -1.663 -1.351 -2.625  0.21
H5 -2.817 -0.572 -1.272  0.29
H6 -1.944 -2.058 -0.827  0.28

***

Decreasing stability: model ii, model i